(1)
C3H4N2O | ωB97M-V/def2-TZVPD

Calculated values
- charge = 0
- HOMO level (alpha / beta) (eV) = -8.0 / -8.3
- spin multiplicity = 1
- structure (SMILES) = Oc1ncc[nH]1

XYZ file:
```
10
Properties=species:S:1:pos:R:3:forces:R:3:mulliken_charge:R:1
O 1.630824 -0.044764 0.600754 1.76 -0.41 -0.76 -0.47
C 0.967350 0.049134 -0.651438 1.10 0.70 1.13 0.45
N 0.296777 -1.077239 -0.921263 -1.37 -0.90 0.49 -0.61
C -0.908121 -0.836154 -0.328393 0.31 -0.62 -0.13 -0.17
C -0.935303 0.447630 0.186581 -1.02 0.79 -0.38 -0.31
N 0.088216 1.118557 -0.433442 -0.39 0.39 0.32 -0.21
H 1.491771 -0.951714 0.920818 0.35 0.17 -0.41 0.34
H -1.646895 -1.613823 -0.212036 -0.02 0.05 -0.07 0.38
H -1.434034 0.884203 1.037124 -0.83 0.11 -0.54 0.33
H 0.434289 2.011247 -0.120502 0.11 -0.28 0.35 0.27
```
Positions in Å, forces in eV/Å.

***

(2)
C18H20N2O3 | ωB97M-V/def2-TZVPD

Calculated values
- charge = 0
- HOMO level (eV) = -8.9
- spin multiplicity = 1
- structure (SMILES) = N[C@@H](Cc1ccccc1)C(=O)N[C@@H](Cc1ccccc1)C(=O)O

XYZ file:
```
43
Properties=species:S:1:pos:R:3:forces:R:3:mulliken_charge:R:1
C 1.788830 0.262193 -0.328845 0.12 -1.61 -2.97 0.51
C 0.270901 0.066486 -0.645662 -0.44 -2.49 2.11 -0.20
C 2.686979 -0.991248 0.239290 -2.97 3.34 1.08 -1.31
C 4.084964 -0.567451 0.124901 1.28 -1.28 -0.87 1.05
C 4.829406 -0.292530 1.293378 -4.71 -1.30 -0.16 -0.24
C 4.709074 -0.655290 -1.135752 -3.17 0.58 0.30 -0.30
C 6.137555 -0.166030 1.197255 4.84 0.39 -0.50 -0.46
C 6.020889 -0.432905 -1.298323 0.77 -0.37 2.15 -0.53
C 6.761636 -0.279202 -0.124676 -1.62 1.15 0.74 -0.59
C -1.921446 1.027460 -0.202096 0.62 0.55 0.46 0.34
C -2.356184 2.568223 -0.289571 -2.01 -3.48 -1.33 0.26
C -2.777177 0.286379 0.914531 2.28 -0.83 0.35 -1.19
C -3.964531 -0.513765 0.463926 0.49 1.28 0.31 0.47
C -3.900230 -1.766814 -0.093631 2.54 -0.38 1.07 -0.19
C -5.175863 0.015073 0.702112 -2.12 0.67 -0.18 -0.28
C -4.957998 -2.435035 -0.536993 -3.48 -1.06 -1.43 -0.54
C -6.352446 -0.700440 0.319457 -0.45 2.62 -0.09 -0.53
C -6.256055 -1.819683 -0.449498 -1.10 -1.50 -0.20 -0.33
H 2.826894 1.855704 0.300156 0.50 0.38 -0.58 0.33
H 2.184730 0.950697 1.459535 -1.36 2.20 -2.60 0.30
H 2.178296 0.443116 -1.364151 0.04 -0.05 0.66 0.08
H 2.336882 -1.870229 -0.215266 0.10 -1.29 -0.84 0.49
H 2.407928 -1.031158 1.320634 0.07 -0.24 -0.63 0.29
H 4.167599 -0.359727 2.213074 1.55 0.38 -0.74 0.22
H 4.086773 -0.714879 -2.034399 -0.05 -0.47 0.37 0.32
H 6.719592 -0.010468 2.167674 -0.43 -0.11 -1.80 0.28
H 6.406327 -0.455541 -2.282486 0.87 0.18 -0.63 0.44
H 7.692096 0.095051 -0.409641 2.15 0.06 0.88 0.37
H -0.036982 1.825494 0.022743 2.09 4.07 0.72 0.41
H -1.875682 0.443328 -1.166066 -1.60 0.90 0.44 0.42
H -2.004278 -0.458400 1.361543 -1.27 1.29 -0.41 0.34
H -3.135921 0.998399 1.699411 0.70 -0.52 -0.67 0.48
H -2.944763 -2.229237 0.059235 0.51 -0.53 -0.75 0.35
H -5.193252 1.055106 1.060966 -0.49 -0.66 0.15 0.29
H -4.915331 -3.440718 -0.969153 0.30 0.43 0.18 0.36
H -7.329558 -0.169253 0.472209 0.94 -0.79 -0.14 0.29
H -7.260475 -2.242329 -0.884560 2.38 0.44 0.84 0.25
H -2.120470 4.018956 -1.242564 -0.60 2.02 -0.72 0.35
N 1.925884 1.439202 0.446025 1.82 -1.21 4.71 -0.65
N -0.472750 1.002225 0.044096 -2.35 -3.82 -0.77 -0.24
O -0.243312 -0.935910 -1.170362 1.13 1.77 0.30 -0.72
O -3.508586 2.855552 -0.002941 2.10 0.63 -0.11 -0.55
O -1.519958 3.329595 -1.035502 0.02 -1.32 1.28 -0.43
```
Positions in Å, forces in eV/Å.

***

(3)
C7H21IrN9 | ωB97M-V/def2-TZVPD

Calculated values
- charge = +3
- HOMO level (eV) = -19.3
- spin multiplicity = 1

XYZ file:
```
38
Properties=species:S:1:pos:R:3:forces:R:3:mulliken_charge:R:1
Ir 0.293851 -0.128680 -0.195422 -0.22 -0.30 -0.18 0.71
N -0.817071 1.533735 -0.004051 -0.11 0.05 -0.16 -0.45
C -1.422288 1.629820 1.373054 0.09 0.11 0.10 -0.70
C -0.379353 1.145293 2.356452 -0.02 0.02 -0.14 -0.60
N 0.160846 -0.168894 1.865101 0.17 -0.05 0.15 0.07
C 1.580984 -0.370724 2.324873 0.03 0.08 -0.06 -0.60
C 2.511915 0.605884 1.605444 -0.13 -0.07 -0.09 -0.82
N 2.259026 0.525818 0.110933 0.25 0.00 0.22 -0.55
C -0.777072 -1.291231 2.266256 0.14 -0.09 0.01 -0.53
C -1.116449 -2.174641 1.074175 -0.02 -0.12 0.09 -0.81
N -1.423783 -1.322624 -0.122579 -0.03 0.15 0.17 -0.50
H -0.267854 2.369457 -0.213513 0.02 0.00 0.05 0.39
H -1.554333 1.509177 -0.713714 0.00 0.12 -0.01 0.38
H -2.334353 1.035625 1.382125 0.02 -0.06 0.02 0.29
H -1.704286 2.662802 1.580776 -0.02 0.00 -0.07 0.53
H -0.783261 1.046031 3.364575 -0.02 -0.05 -0.01 0.46
H 0.434579 1.864589 2.408857 0.01 0.01 0.00 0.33
H 1.854877 -1.404225 2.091861 -0.02 0.00 0.00 0.45
H 1.656788 -0.250869 3.408114 -0.01 0.02 0.00 0.42
H 3.553207 0.373436 1.824890 -0.01 -0.05 0.01 0.49
H 2.350452 1.637705 1.906894 0.00 0.00 0.03 0.40
H 2.853175 -0.221843 -0.262587 0.07 0.09 0.03 0.40
H 2.607980 1.365124 -0.352872 -0.04 0.06 0.07 0.32
H -1.670983 -0.847860 2.700759 -0.07 0.00 -0.06 0.38
H -0.319570 -1.902688 3.045582 0.01 0.08 0.03 0.42
H -1.949371 -2.835234 1.321599 -0.01 0.01 -0.04 0.48
H -0.271945 -2.817438 0.810336 -0.02 0.01 -0.06 0.39
H -2.325447 -0.860535 -0.003591 -0.01 -0.02 0.00 0.29
H -1.540251 -1.905161 -0.952856 0.02 -0.01 0.00 0.40
N -1.423388 0.103843 -5.118543 -0.09 0.30 -0.08 -0.48
N -0.528701 -0.033658 -4.145139 0.17 -0.10 0.18 1.17
N 0.758789 -0.109626 -4.416125 -0.04 -0.06 0.04 -0.76
C 1.295514 -0.164278 -3.212790 0.09 0.08 0.02 -0.09
N 0.354209 -0.115668 -2.261404 -0.23 -0.04 -0.16 0.26
N -0.838502 -0.035358 -2.887804 0.09 0.01 -0.02 -0.55
H -1.058746 -0.106433 -6.037769 -0.04 -0.08 -0.04 0.33
H -2.378213 -0.102091 -4.870082 -0.04 -0.11 -0.05 0.29
H 2.359022 -0.238598 -3.051798 0.00 0.00 -0.01 0.40
```
Positions in Å, forces in eV/Å.

***

(4)
C23H30N2O3S | ωB97M-V/def2-TZVPD

Calculated values
- charge = 0
- HOMO level (eV) = -8.3
- spin multiplicity = 1

XYZ file:
```
59
Properties=species:S:1:pos:R:3:forces:R:3:mulliken_charge:R:1
O 3.156117 0.127398 0.440065 -1.31 0.69 0.52 -0.62
C 2.221849 -0.643382 0.552939 2.09 -4.17 -1.45 0.53
N 0.903672 -0.434970 0.855071 6.62 6.48 -1.87 0.77
C 0.151991 -1.420151 1.342063 -2.44 -1.56 0.50 -2.42
C -0.483207 -1.912469 0.146410 -3.83 -5.62 7.63 1.30
C -0.303346 -1.997035 -1.067187 3.84 2.57 -9.28 0.23
C -1.214772 -2.908190 -1.521182 3.39 1.40 -18.59 -0.70
C -1.964528 -3.458855 -0.791072 -5.93 -4.93 10.59 -0.51
O -1.459090 -3.018773 0.396645 -0.20 2.22 4.51 -0.47
H -2.793961 -4.151826 -0.607495 0.58 0.35 -1.00 0.50
H -1.515893 -3.287561 -2.829654 1.56 1.75 3.65 -0.03
H 0.391262 -1.489122 -1.811717 -0.88 -0.47 1.54 0.52
H 0.799929 -2.026455 1.886810 0.61 -2.15 0.64 0.86
H -0.595415 -1.145041 2.042841 -0.65 0.73 0.82 0.48
C 0.685189 1.045845 1.001562 -4.27 -6.37 8.81 0.08
C 1.091167 1.813448 0.024561 -1.82 6.34 -6.96 -0.46
H 0.580300 1.610385 -0.891543 -0.09 -0.63 -1.21 0.24
C 0.657270 3.308215 0.254561 -3.90 -4.08 -10.19 -0.30
C 1.233457 3.821960 1.280017 8.41 6.03 10.94 -0.63
C 1.051787 2.908401 2.686583 -11.86 -6.26 -14.34 -1.85
C 1.417485 1.559712 2.277695 -3.74 -4.40 4.13 -0.58
H 1.122254 0.763098 3.319910 0.41 2.06 -3.04 0.17
H 2.402938 1.288694 2.225070 2.61 0.18 -0.58 0.56
H 0.022875 2.972472 2.985617 -0.30 0.04 0.27 0.36
H 1.588130 3.318186 3.165490 12.62 9.10 12.18 1.28
H 1.004793 4.903552 1.543210 -0.33 -1.22 -0.31 0.38
H 2.493079 3.970262 1.244992 -3.02 -0.80 -0.35 0.22
H 0.743582 3.803161 -0.812552 0.19 -0.48 2.10 0.31
H -0.386435 3.328212 0.457540 -1.46 -0.20 -0.19 0.14
H 2.078335 1.845388 -0.154342 3.41 -0.13 -0.63 0.94
C -0.915236 0.947377 1.245554 4.37 3.49 2.62 -1.11
O -1.317642 1.284870 2.319473 -1.19 -0.19 2.61 -0.69
N -1.659329 0.761586 0.242552 2.03 -1.59 -3.50 0.27
H -1.104405 0.696147 -0.612114 -1.03 -0.17 -0.15 0.44
C -3.002421 0.942570 0.262764 -3.80 -1.55 -2.18 -0.16
H -3.449907 0.899065 1.231245 0.53 0.73 0.76 0.69
C -3.747817 -0.289055 -0.476448 0.58 -1.39 14.98 -0.79
C -4.945111 0.021282 -0.887000 -1.86 2.50 -12.36 -0.87
H -5.741350 0.361534 -0.452411 -3.84 1.93 3.81 0.45
C -4.310534 1.223123 -1.754946 -8.64 3.98 14.63 -1.99
H -3.777487 1.158874 -2.425718 9.44 -2.76 -12.23 1.13
H -5.058496 1.858831 -1.981649 -2.67 2.26 -1.41 0.63
C -3.444856 2.051330 -0.624510 -2.50 1.62 -0.68 -0.68
H -4.083141 2.824922 0.001076 1.13 -1.36 -1.63 0.29
H -2.630433 2.583114 -1.148250 -0.23 -0.10 0.54 0.21
H -5.408468 -0.464991 -1.811215 0.71 -0.76 1.35 0.30
H -3.080361 -0.773927 -0.901790 5.47 -4.73 -4.79 0.72
H -4.087837 -0.907830 0.575858 1.96 0.13 -2.09 0.14
C 2.662605 -2.210320 0.231918 1.22 -0.60 4.34 -0.58
C 3.931547 -2.477792 -0.600010 -4.30 2.30 1.62 0.24
C 3.861991 -3.239328 -1.709873 5.05 3.57 2.37 -0.99
C 5.082490 -3.149720 -2.422385 -2.48 0.60 1.44 -0.45
C 5.763607 -2.156430 -1.935340 5.58 3.39 2.48 -0.66
S 5.230699 -1.350059 -0.355944 -0.17 -2.86 -3.69 0.00
H 6.839383 -1.884587 -2.035266 -0.96 -0.47 -0.81 0.33
H 5.264903 -3.905430 -3.062575 1.36 -1.70 -2.67 0.50
H 3.156205 -3.839725 -1.938044 -5.01 -3.95 -1.35 0.77
H 3.087553 -2.608711 1.387890 -1.65 1.10 -2.77 0.24
H 1.803036 -2.851277 -0.005751 0.60 0.13 -0.10 0.33
```
Positions in Å, forces in eV/Å.

***

(5)
C14H42O8 | ωB97M-V/def2-TZVPD

Calculated values
- charge = 0
- HOMO level (eV) = -9.4
- spin multiplicity = 1

XYZ file:
```
64
Properties=species:S:1:pos:R:3:forces:R:3:mulliken_charge:R:1
O 1.475396 0.750659 -0.796435 -2.11 -0.09 -6.56 -0.72
H 2.334121 1.073236 -1.069846 -0.53 0.17 -0.44 0.35
H 1.455418 0.893727 0.149801 -0.68 0.36 -1.03 0.33
O -2.171425 -2.074837 2.536868 0.40 -1.96 2.28 -0.81
H -2.109182 -1.535438 1.748577 -0.36 0.50 -0.46 0.50
H -3.099009 -2.050280 2.771837 -0.11 -0.03 0.07 0.29
C -3.628015 0.697045 -1.092171 -3.02 -1.21 -0.38 1.27
C -4.557794 -0.562057 -0.711785 -0.73 2.52 0.18 -0.81
O -3.800339 -1.715022 -0.504676 -1.81 -2.60 -2.10 -0.45
O -3.437365 0.743446 -2.515665 -0.38 -0.17 0.38 -0.59
H -2.722162 0.644899 -0.488188 -1.06 0.12 -0.99 -0.07
H -4.115094 1.599638 -0.723132 -0.25 0.05 -0.13 0.32
H -5.405429 -0.811185 -1.350182 0.17 0.58 -0.43 0.42
H -4.972814 -0.304115 0.262547 -0.09 -0.11 0.09 0.31
H -3.547001 -2.031672 -1.374821 0.22 -0.36 -0.14 0.42
H -3.927644 1.506263 -2.830865 0.02 -0.10 -0.23 0.38
C 2.483455 -0.873208 1.605713 1.05 -0.23 1.45 -0.61
C 2.156092 0.527863 2.145778 2.81 -1.05 3.46 0.95
C 3.278314 1.117997 3.064018 -0.21 -1.03 -0.22 -1.64
O 1.957072 1.374174 1.092489 2.41 4.82 4.56 -0.54
H 1.635353 -1.300239 1.070469 1.17 0.03 0.19 -0.58
H 2.757311 -1.534629 2.427686 -0.28 -0.08 0.20 0.49
H 3.365928 -0.848916 0.966387 -0.22 0.05 0.89 0.21
H 1.253701 0.538805 2.757073 0.40 -0.11 -0.13 0.18
H 4.170972 1.402363 2.506890 -0.12 0.40 -0.28 0.41
H 3.672154 0.346269 3.725391 -0.32 -0.09 0.23 0.37
H 2.891282 1.931878 3.677117 0.16 0.11 -0.23 0.40
H 2.779613 1.579142 0.641920 0.53 0.30 0.47 0.71
C -1.136336 2.496254 0.940500 0.47 0.35 -0.53 -0.14
C -1.236007 3.074000 -0.472717 0.26 -1.38 -1.06 0.55
C -1.082170 2.003172 -1.601721 -0.39 1.02 -0.23 -0.40
O -2.457238 3.773848 -0.660663 -0.55 0.64 0.78 -0.67
H -0.088285 2.212553 1.036402 -0.10 0.31 0.15 -0.32
H -1.669207 1.561430 1.114421 -0.65 0.97 0.17 -0.09
H -1.324502 3.284238 1.669736 -0.30 -0.16 0.08 0.53
H -0.397679 3.766171 -0.551391 -0.06 0.38 -0.19 0.39
H -1.178509 2.479938 -2.577164 0.21 0.35 -0.12 0.57
H -1.921954 1.309257 -1.565233 1.34 1.19 -0.60 0.48
H -0.163778 1.416447 -1.581238 -0.01 0.65 -0.08 -0.25
H -2.924585 3.604208 -1.481898 0.62 -0.27 -0.14 0.37
C 2.150303 -3.055952 -0.966153 -0.18 0.40 0.16 -1.19
C 2.824464 -2.027616 -1.864925 1.33 0.25 0.63 0.61
C 3.360058 -0.766842 -1.171735 0.31 -0.95 1.59 -0.47
O 3.907407 -2.757810 -2.418752 0.06 -0.06 -1.06 -0.57
H 1.606313 -2.466575 -0.228042 -0.26 -0.96 -0.08 0.03
H 2.823658 -3.767967 -0.488937 0.46 0.56 0.18 0.38
H 1.518633 -3.718134 -1.558278 -0.42 0.37 0.00 0.28
H 2.085084 -1.621932 -2.555451 0.00 -0.46 -0.69 0.13
H 3.533058 0.146475 -1.740979 0.23 -0.56 -0.79 0.63
H 4.223823 -0.920064 -0.524797 0.74 -0.58 -0.72 0.55
H 2.624736 -0.514381 -0.407752 0.71 -0.46 -1.57 -0.19
H 4.511994 -2.143024 -2.840799 0.05 0.03 -0.15 0.36
C -0.141579 -0.207001 1.349760 -0.64 -0.02 -1.73 -0.88
C -1.111138 -0.326710 0.154522 0.38 -0.51 0.77 1.04
C -0.708963 -1.411652 -0.853505 0.34 -0.66 1.53 -2.15
O -2.407017 -0.556984 0.759944 3.12 2.34 1.12 -0.65
H 0.747339 0.281239 0.950336 -3.07 -1.57 0.81 -1.25
H 0.218566 -1.162040 1.732242 -1.18 0.07 0.27 1.23
H -0.529142 0.438726 2.137753 -0.30 -0.54 -0.11 0.33
H -1.118145 0.590637 -0.434132 0.23 -0.83 1.28 -1.64
H 0.309105 -1.292109 -1.224128 -0.49 0.70 -0.39 -0.32
H -1.433693 -1.584001 -1.649214 0.18 0.12 -0.06 0.38
H -0.579261 -2.295459 -0.228867 -0.56 -0.63 -0.29 0.49
H -3.008261 -0.928147 0.110055 1.07 -0.92 0.40 0.39
```
Positions in Å, forces in eV/Å.

***

In order of appearance, largest force on an atom = 1.96 5.19 0.41 19.76 7.06 eV/Å.
In order of appearance, DFT total energy = -8199.388 -28110.723 -23820.963 -44275.401 -31568.149 eV.